{
  "formula": "CH2EuF3NO3S",
  "method": "ωB97M-V/def2-TZVPD",
  "species": ["Eu", "N", "S", "O", "O", "C", "F", "F", "F", "O", "H", "H"],
  "positions_angstrom": [[-1.118, -2.873, 0.017], [0.528, 0.051, 1.305], [1.073, -0.042, -0.113], [2.540, -0.003, -0.254], [0.431, -1.123, -0.970], [0.568, 1.470, -1.094], [1.220, 2.537, -0.639], [-0.739, 1.697, -0.963], [0.841, 1.332, -2.389], [-2.119, -1.372, 1.422], [-2.574, -1.597, 2.234], [-0.651, -0.076, 1.443]],
  "atomic_forces_ev_per_a": [[0.51, 2.54, 0.53], [-3.22, -0.42, 0.18], [1.12, 0.03, 0.00], [-2.27, -0.27, 0.40], [-0.57, -0.59, 0.49], [0.35, -0.39, 0.41], [0.02, 0.07, 0.02], [-0.40, 0.01, -0.03], [0.02, -0.02, -0.26], [0.48, -1.40, -1.03], [-0.15, 0.22, 0.21], [4.12, 0.21, -0.93]],
  "mulliken_spin": [7.034, 0.001, 0.000, -0.001, -0.008, -0.001, 0.000, 0.000, 0.000, -0.022, -0.002, -0.002],
  "e_homo_ev": [-8.72, -8.73],
  "gap_ev": [6.67, 6.76],
  "spin_multiplicity": 8,
  "total_energy_ha": -1727.845795,
  "molar_mass_g_mol": 317.1
}